No. 1
The following is a quantum chemistry calculation of a cluster of 9 separate species, C21H62O9S8Si in total, from the Open Molecules 2025 dataset.

Atoms and positions in Å:
C: 0.4483 -0.9959 3.5900
C: 0.3646 -2.5643 3.5930
C: -0.9949 -3.0348 2.9603
C: -1.9374 -3.6293 4.0643
Si: -3.5339 -2.6526 4.3772
C: -4.2018 -1.7615 2.8346
O: -3.2772 -1.5064 5.6481
H: -0.3635 -0.5459 4.1814
H: 1.4519 -0.7288 3.9649
H: 0.3258 -0.6955 2.5302
H: 1.2068 -2.9329 2.9764
H: 0.5223 -2.9688 4.6043
H: -1.4568 -2.2497 2.3446
H: -0.7173 -3.8485 2.2628
H: -2.2355 -4.6533 3.7632
H: -1.4192 -3.7131 5.0388
H: -4.5266 -3.6100 4.9264
H: -3.6154 -0.8373 2.6806
H: -4.0484 -2.4250 1.9678
H: -5.2652 -1.5047 2.9612
H: -2.9666 -2.0031 6.4012
C: 1.6651 1.7832 0.2469
S: -0.0205 1.8020 0.8707
O: -0.4433 0.3772 1.0341
C: -0.7786 2.4125 -0.6464
H: 2.3126 1.3919 1.0304
H: 1.7258 1.1386 -0.6313
H: 1.9789 2.7978 -0.0079
H: -0.5589 1.7322 -1.4698
H: -0.3952 3.4093 -0.8664
H: -1.8554 2.4629 -0.4933
C: 5.7433 2.8716 0.2252
S: 5.1762 4.4179 -0.4949
O: 3.7298 4.5456 -0.1422
C: 5.2611 3.8720 -2.2087
H: 5.7312 2.9789 1.3099
H: 5.0804 2.0574 -0.0681
H: 6.7583 2.6661 -0.1082
H: 4.6344 2.9913 -2.3472
H: 6.2949 3.6398 -2.4641
H: 4.9006 4.6819 -2.8418
C: 8.6841 -0.9468 -2.3863
S: 7.4501 -0.1835 -1.3187
O: 7.0612 1.1145 -1.9525
C: 8.5829 0.1902 0.0309
H: 8.2007 -1.2302 -3.3204
H: 9.4848 -0.2390 -2.5909
H: 9.0843 -1.8374 -1.9011
H: 9.3944 0.8229 -0.3309
H: 8.9821 -0.7392 0.4362
H: 8.0264 0.7145 0.8063
C: -6.9959 -0.4709 -0.4362
S: -7.3452 -2.2087 -0.1202
O: -7.6594 -2.8502 -1.4335
C: -8.9104 -1.9332 0.7278
H: -6.0670 -0.4064 -0.9994
H: -7.8043 -0.0292 -1.0167
H: -6.8819 0.0551 0.5088
H: -9.5980 -1.4008 0.0724
H: -8.7367 -1.3575 1.6370
H: -9.3350 -2.9008 0.9895
C: 4.3178 -3.5912 1.0911
S: 4.2688 -2.2839 -0.1488
O: 4.8428 -1.0570 0.4766
C: 2.4761 -2.0951 -0.1512
H: 5.3603 -3.8415 1.2802
H: 3.8529 -3.2434 2.0142
H: 3.7961 -4.4705 0.7124
H: 2.1278 -1.8428 0.8514
H: 2.0138 -3.0230 -0.4895
H: 2.2189 -1.2911 -0.8382
C: 12.6480 1.4678 -3.8377
S: 11.9597 -0.0919 -3.2543
O: 11.8618 -0.0071 -1.7677
C: 13.4067 -1.0931 -3.6428
H: 11.9158 2.2521 -3.6538
H: 13.5671 1.6922 -3.2958
H: 12.8462 1.3994 -4.9076
H: 14.2775 -0.7052 -3.1138
H: 13.5800 -1.0776 -4.7192
H: 13.2108 -2.1145 -3.3219
C: -4.6879 3.6663 -0.9976
S: -6.3854 3.7152 -0.3940
O: -6.8433 2.3023 -0.2515
C: -7.1072 4.3592 -1.9147
H: -4.0607 3.2514 -0.2103
H: -4.6276 3.0336 -1.8839
H: -4.3560 4.6784 -1.2311
H: -6.8918 3.6827 -2.7423
H: -6.6989 5.3494 -2.1191
H: -8.1842 4.4330 -1.7755
C: -12.8401 -1.4396 -1.7269
S: -12.1434 -0.1503 -0.6782
O: -12.1175 -0.6774 0.7163
C: -13.5476 0.9733 -0.8021
H: -12.1349 -2.2685 -1.7594
H: -13.7881 -1.7826 -1.3110
H: -12.9876 -1.0486 -2.7340
H: -14.4507 0.4770 -0.4460
H: -13.6717 1.2860 -1.8394
H: -13.3424 1.8445 -0.1828

=====

No. 2
The following is a quantum chemistry calculation of the molecule C3H5N3, from the Open Molecules 2025 dataset.

Summary:
* ΔE to the lowest compared entry with this formula, charge and spin: 4.503 eV

Atoms and positions in Å:
C: -2.1995 -0.1703 0.1284
C: 0.0986 0.0178 0.4126
C: 1.2012 0.5026 -0.1238
N: 2.4187 -0.2655 -0.2494
N: 2.6346 -1.3482 0.2581
N: -0.9796 -0.1994 0.9288
H: -2.0271 -0.3837 -0.9342
H: -2.5430 0.8653 0.2290
H: -2.9596 -0.8355 0.5407
H: 1.2252 1.5547 -0.3905
H: 3.1305 0.2621 -0.7998

=====

No. 3
The following is a quantum chemistry calculation of a structure of composition C5H11N3, from the Open Molecules 2025 dataset.

Summary:
* ΔE to the lowest compared entry with this formula, charge and spin: 5.588 eV

Atoms and positions in Å:
C: 0.6874 -2.8540 -0.6652
C: 0.0607 -0.9490 1.5031
C: -0.6600 1.8362 0.8868
C: -0.3555 1.2716 -1.5535
C: 0.2300 1.0716 -0.0761
N: 1.6382 -2.4402 0.0180
N: 0.1271 -0.2821 0.2125
N: 1.2392 -0.8665 0.8014
H: 0.8220 -3.7685 -1.3058
H: -0.2233 -2.1893 -1.0146
H: 0.0852 -0.4767 2.4951
H: -0.6068 -1.8104 1.4673
H: -0.1712 2.8234 0.9471
H: -1.5752 1.8910 0.3802
H: -0.7835 1.3550 1.8221
H: -1.4562 0.8447 -1.6851
H: 0.1492 0.7733 -2.3012
H: -0.4539 2.3431 -1.9052
H: 1.2466 1.4267 -0.0271

=====

Record-wise orbital gap values, in eV: 8.532; 8.636; 9.997
Record-wise highest occupied orbital energy values, in eV: -8.14; -8.05; -8.95